3 unconnected molecules or ions with the total composition C9H21N3O3. Source: the Open Molecules 2025 dataset; level of theory: the ωB97M-V functional and the def2-TZVPD basis.

Last column: natural (NBO) charge in e.
Geometry (Å):
C1 3.554 1.090 -1.728  0.434
O1 2.497 0.782 -2.330  -0.267
N1 4.775 0.615 -1.772  -0.075
C2 5.826 1.528 -1.234  -0.447
C3 5.220 -0.633 -2.394  -0.455
H1 3.440 1.912 -1.005  0.177
H2 5.562 2.549 -0.961  0.267
H3 6.580 1.518 -2.022  0.259
H4 6.241 1.094 -0.324  0.269
H5 6.250 -0.814 -2.087  0.254
H6 4.586 -1.508 -2.250  0.287
H7 5.258 -0.374 -3.453  0.281
C4 -0.901 1.584 -0.535  0.540
O2 -1.920 1.633 -1.171  -0.591
N2 -0.902 1.780 0.805  -0.435
C5 0.158 1.116 1.618  -0.411
C6 -2.178 1.977 1.585  -0.426
H8 0.123 1.471 -0.922  0.097
H9 0.315 1.697 2.527  0.214
H10 1.044 1.306 1.013  0.173
H11 0.003 0.038 1.666  0.221
H12 -1.928 2.242 2.613  0.204
H13 -2.860 2.766 1.268  0.229
H14 -2.809 1.089 1.622  0.200
C7 -2.835 -1.667 -0.045  0.507
O3 -1.649 -2.104 0.029  -0.683
N3 -3.822 -2.093 0.734  -0.415
C8 -5.201 -1.582 0.538  -0.415
C9 -3.625 -3.240 1.687  -0.426
H15 -3.033 -0.781 -0.668  0.148
H16 -5.240 -0.766 -0.183  0.223
H17 -5.624 -1.150 1.445  0.205
H18 -5.865 -2.339 0.119  0.205
H19 -2.696 -3.801 1.787  0.250
H20 -4.007 -2.939 2.663  0.202
H21 -4.339 -3.999 1.365  0.199

Properties
- <S²>: 0.79
- E_HOMO (spin up / spin down): -10.984 / -10.983 eV
- Electronic energy: -745.1171 Eh
- Total charge: +1
- Maximum force: 5.11 eV Å⁻¹
- ΔE to the lowest compared entry with this formula, charge and spin: 0.080 eV
- HOMO-LUMO gap (spin up / spin down): 7.05 / 1.94 eV
- LUMO level (spin up / spin down): -3.929 / -9.040 eV
- Multiplicity: 2